[1]
20
Properties=species:S:1:pos:R:3:forces:R:3 method="wB97M-V/def2-TZVPD" homo_ev="-11.137 / -14.697" relative_energy_kj_mol=0.0 multiplicity=3 total_charge=+1 orbital_gap_ev="6.17 / 6.70" s_squared=2.048
C -0.885 -0.433 0.042 -2.471 1.014 -0.211
C -2.545 1.055 -0.044 1.475 -2.377 0.101
C 0.369 0.141 0.213 1.895 0.471 0.210
C 3.488 -0.384 -0.620 -0.386 -0.092 0.035
C 2.702 -0.142 0.653 1.243 0.406 0.241
C -3.839 0.234 -0.109 -0.693 0.671 -0.075
N -1.811 -2.616 0.098 -1.975 -3.454 0.020
N -1.306 -1.620 0.089 2.819 2.215 0.023
O 0.603 1.424 0.096 0.412 -1.223 0.095
O -2.221 2.165 -0.039 -0.353 1.925 -0.089
O 1.348 -0.644 0.504 -1.026 0.497 -0.298
F -3.919 -0.537 0.971 0.205 0.050 0.140
F -4.889 1.023 -0.174 -0.524 0.114 -0.005
F -3.797 -0.545 -1.184 0.234 0.014 -0.115
H 3.054 0.161 -1.456 0.006 0.064 -0.072
H 4.507 -0.036 -0.478 0.066 0.035 0.071
H 3.511 -1.444 -0.859 0.046 -0.067 -0.034
H 2.676 0.919 0.913 -0.095 -0.256 0.051
H 3.107 -0.724 1.483 -0.153 0.109 -0.078
H -0.154 2.000 -0.098 -0.724 -0.114 -0.008


[2]
18
Properties=species:S:1:pos:R:3:forces:R:3 method="wB97M-V/def2-TZVPD" homo_ev=-8.101 relative_energy_kj_mol=300.7 total_charge=0 orbital_gap_ev=8.20
C -2.891 -0.938 -0.386 -1.063 1.089 -0.838
C -2.440 -2.194 -0.391 1.595 -0.928 0.892
C -1.899 0.035 -0.040 0.546 -1.906 1.188
C -0.728 -0.549 0.411 -9.508 -3.175 -2.461
C 1.775 0.763 0.832 1.171 4.311 -0.813
C 2.835 -0.005 0.120 1.975 -0.716 -1.585
N 2.010 2.076 0.545 1.087 -2.967 -0.339
O -2.114 1.367 -0.087 1.064 0.155 0.742
F 3.338 -0.941 0.878 0.083 -1.168 1.355
F 2.388 -0.570 -1.000 -1.642 -0.505 -0.264
F 3.971 0.598 -0.395 0.019 1.488 0.700
S -0.814 -2.196 0.209 -0.042 -1.955 -0.183
H -3.914 -0.765 -0.720 0.225 0.492 0.159
H -2.955 -3.122 -0.599 0.072 0.209 0.033
H 0.039 -0.057 0.493 7.756 4.451 1.548
H 1.327 2.763 0.822 0.202 0.177 0.098
H 2.893 2.346 -0.006 -1.891 -0.116 0.989
H -2.823 1.389 -0.686 -1.649 1.064 -1.221


Please write out number 2 again, unchanged.
18
Properties=species:S:1:pos:R:3:forces:R:3 method="wB97M-V/def2-TZVPD" homo_ev=-8.101 relative_energy_kj_mol=300.7 total_charge=0 orbital_gap_ev=8.20
C -2.891 -0.938 -0.386 -1.063 1.089 -0.838
C -2.440 -2.194 -0.391 1.595 -0.928 0.892
C -1.899 0.035 -0.040 0.546 -1.906 1.188
C -0.728 -0.549 0.411 -9.508 -3.175 -2.461
C 1.775 0.763 0.832 1.171 4.311 -0.813
C 2.835 -0.005 0.120 1.975 -0.716 -1.585
N 2.010 2.076 0.545 1.087 -2.967 -0.339
O -2.114 1.367 -0.087 1.064 0.155 0.742
F 3.338 -0.941 0.878 0.083 -1.168 1.355
F 2.388 -0.570 -1.000 -1.642 -0.505 -0.264
F 3.971 0.598 -0.395 0.019 1.488 0.700
S -0.814 -2.196 0.209 -0.042 -1.955 -0.183
H -3.914 -0.765 -0.720 0.225 0.492 0.159
H -2.955 -3.122 -0.599 0.072 0.209 0.033
H 0.039 -0.057 0.493 7.756 4.451 1.548
H 1.327 2.763 0.822 0.202 0.177 0.098
H 2.893 2.346 -0.006 -1.891 -0.116 0.989
H -2.823 1.389 -0.686 -1.649 1.064 -1.221